Entry from OMol25: a structure of composition C5H4LuO4 at a distorted geometry (the ωB97M-V functional and the def2-TZVPD basis).

Results
- 2S+1: 1
- Calculated total energy: -47017.4429 eV
- F_max: 5.87 eV/Å
- Highest occupied orbital energy (spin up / spin down): -0.7947 / -0.7196 Eh
- Charge: +3

The geometry in XYZ format:
```
14
Properties=species:S:1:pos:R:3:forces:R:3:mulliken_charge:R:1
C -2.125438 0.869174 1.163550 4.78 3.37 0.56 -0.230
C -3.294314 0.652429 1.383681 -3.42 -0.58 0.76 0.257
H -4.302940 0.653796 1.760175 -0.29 -0.37 -0.19 0.433
H -1.184352 1.660692 1.334430 -1.41 -2.26 -0.87 0.532
O -0.019549 0.278726 -0.323940 2.03 -3.85 -1.89 -0.221
C 0.673582 1.493746 -0.239519 0.99 -0.63 4.32 0.969
O 1.695044 1.615324 -0.963348 3.49 -0.04 -1.27 -0.596
O 0.440602 2.107579 0.797742 -0.96 0.15 -1.80 -0.629
Lu 3.952517 1.520704 -0.574394 -2.23 0.74 -0.44 1.477
C 0.854786 -2.144916 -0.663992 -0.60 -0.24 1.52 0.598
C 0.901273 -0.888707 -0.950607 -2.83 3.25 -0.37 -0.328
O 0.941809 -3.280565 -0.209171 0.44 1.13 -0.65 -0.177
H 1.195309 -0.619226 -1.974386 0.34 -0.14 0.37 0.435
H 0.271669 -3.918756 -0.540221 -0.33 -0.52 -0.05 0.481
```
Forces are in eV/Å.